{
  "formula": "CH4F2NP",
  "method": "ωB97M-V/def2-TZVPD",
  "largest_force_ev_per_a": 6.34,
  "energy_ha": -636.33826,
  "gap_ev": 9.41,
  "de_lowest_kcal_mol": 38.7,
  "e_homo_ev": -8.883,
  "species": ["C", "N", "F", "F", "P", "H", "H", "H", "H"],
  "coordinates": [[-1.23, -0.02, -0.23], [-0.18, 0.54, 0.56], [2.26, -0.66, 1.27], [1.77, -1.15, -0.98], [1.93, 0.14, -0.07], [-1.32, -0.94, 0.31], [-2.07, 0.72, -0.11], [-1.12, -0.23, -1.27], [-0.03, 1.60, 0.51]]
}

---

{
  "formula": "CH4F2NP",
  "method": "ωB97M-V/def2-TZVPD",
  "largest_force_ev_per_a": 5.66,
  "smiles": "CNP(F)F",
  "energy_ha": -636.39676,
  "gap_ev": 10.66,
  "de_lowest_kcal_mol": 2.0,
  "e_homo_ev": -9.672,
  "species": ["C", "N", "F", "F", "P", "H", "H", "H", "H"],
  "coordinates": [[0.40, -0.67, 0.60], [-0.53, 0.37, 0.55], [0.78, 0.77, -1.53], [-1.47, 0.12, -1.82], [-0.65, 1.31, -1.03], [1.44, -0.53, 0.19], [0.41, -0.94, 1.67], [0.06, -1.50, 0.05], [-0.44, 1.08, 1.31]]
}

---

{
  "formula": "CH4FN2O",
  "method": "ωB97M-V/def2-TZVPD",
  "largest_force_ev_per_a": 5.12,
  "energy_ha": -324.56721,
  "gap_ev": [9.39, 9.37],
  "charge": 1,
  "de_lowest_kcal_mol": 146.7,
  "e_homo_ev": [-18.024, -18.004],
  "species": ["C", "N", "N", "O", "F", "H", "H", "H", "H"],
  "coordinates": [[-1.01, -0.35, 0.00], [0.13, 0.57, 0.05], [1.35, 0.46, 0.02], [2.38, 0.93, -0.08], [1.62, -1.48, -0.25], [-1.56, -0.38, -0.93], [-0.72, -1.33, 0.22], [-1.78, 0.09, 0.72], [-0.41, 1.50, 0.25]]
}

---

{
  "formula": "CH4FNO2",
  "method": "ωB97M-V/def2-TZVPD",
  "largest_force_ev_per_a": 4.05,
  "smiles": "O=C(O)NF.[H][H]",
  "energy_ha": -345.49770,
  "gap_ev": 11.52,
  "de_lowest_kcal_mol": 89.5,
  "e_homo_ev": -10.822,
  "species": ["C", "N", "O", "O", "F", "H", "H", "H", "H"],
  "coordinates": [[-0.76, -0.70, 0.10], [-0.68, 0.33, 1.11], [-0.80, -0.13, -1.04], [-0.94, -1.86, 0.38], [0.12, 1.44, 0.75], [1.76, 0.24, -1.41], [-0.42, -0.02, 2.10], [-0.52, 0.85, -1.05], [2.23, -0.15, -0.93]]
}

---

{
  "formula": "CH4FNO2",
  "method": "ωB97M-V/def2-TZVPD",
  "largest_force_ev_per_a": 3.54,
  "energy_ha": -345.36504,
  "gap_ev": [8.92, 6.54],
  "de_lowest_kcal_mol": 172.8,
  "e_homo_ev": [-8.456, -6.741],
  "species": ["C", "N", "O", "O", "F", "H", "H", "H", "H"],
  "coordinates": [[-0.24, -0.26, 0.15], [-0.20, 0.09, -1.20], [-0.83, 0.57, 1.04], [-0.33, -1.53, 0.44], [0.29, 1.43, -1.44], [2.03, 0.31, 0.85], [0.31, -0.45, -2.02], [-0.78, 1.50, 0.78], [-0.24, -1.67, 1.40]]
}

---

{
  "formula": "CH4FNO4S2",
  "method": "ωB97M-V/def2-TZVPD",
  "largest_force_ev_per_a": 4.11,
  "energy_ha": -1292.16335,
  "gap_ev": [5.80, 6.83],
  "spin_multiplicity": 3,
  "e_homo_ev": [-5.299, -10.536],
  "species": ["C", "N", "O", "O", "O", "O", "F", "S", "S", "H", "H", "H", "H"],
  "coordinates": [[0.29, 2.10, -1.21], [0.59, -3.33, 1.48], [1.54, 2.00, -1.63], [-1.72, -1.98, 1.12], [0.20, -0.86, 0.69], [-1.91, 0.50, 1.17], [-0.28, 0.81, -0.94], [-0.18, -2.12, 1.77], [-1.36, -0.53, 0.30], [-0.42, 2.56, -2.13], [0.20, 2.69, -0.30], [2.17, 1.90, -0.91], [0.88, -3.73, 0.60]]
}

---

{
  "formula": "CH4FOPS",
  "method": "ωB97M-V/def2-TZVPD",
  "largest_force_ev_per_a": 1.91,
  "energy_ha": -955.11564,
  "gap_ev": [7.84, 6.24],
  "de_lowest_kcal_mol": 72.1,
  "e_homo_ev": [-8.626, -7.818],
  "species": ["C", "O", "F", "P", "S", "H", "H", "H", "H"],
  "coordinates": [[0.96, -0.16, -0.75], [-3.15, -0.74, 2.56], [-3.99, -0.35, 0.30], [-3.20, -1.47, 1.17], [-0.42, -0.44, 0.48], [1.33, -1.09, -1.15], [0.61, 0.52, -1.51], [1.71, 0.33, -0.13], [-2.97, 0.21, 2.58]]
}

---

{
  "formula": "CH4FOPS",
  "method": "ωB97M-V/def2-TZVPD",
  "largest_force_ev_per_a": 3.13,
  "energy_ha": -955.08814,
  "gap_ev": [7.28, 7.28],
  "de_lowest_kcal_mol": 89.4,
  "e_homo_ev": [-9.562, -9.566],
  "species": ["C", "O", "F", "P", "S", "H", "H", "H", "H"],
  "coordinates": [[0.37, -0.73, 0.14], [-1.18, 2.61, -0.32], [-1.41, 0.12, 1.88], [-1.31, -0.03, 0.27], [-2.85, -0.92, -0.47], [0.64, -0.83, -0.91], [1.08, -0.08, 0.64], [0.34, -1.71, 0.62], [-2.06, 2.74, -0.67]]
}

---

{
  "formula": "CH4FP",
  "method": "ωB97M-V/def2-TZVPD",
  "largest_force_ev_per_a": 1.89,
  "energy_ha": -481.58885,
  "gap_ev": [7.96, 9.80],
  "de_lowest_kcal_mol": 81.5,
  "e_homo_ev": [-8.169, -10.432],
  "species": ["C", "F", "P", "H", "H", "H", "H"],
  "coordinates": [[0.43, 0.59, 0.32], [0.94, -1.30, -1.23], [0.14, -1.20, 0.20], [1.45, 0.82, 0.04], [0.10, 0.94, 1.37], [-0.06, 1.17, -0.54], [-3.00, -1.02, -0.16]]
}

---

{
  "formula": "CH4I2N3",
  "method": "ωB97M-V/def2-TZVPD",
  "largest_force_ev_per_a": 7.56,
  "energy_ha": -799.73011,
  "gap_ev": [7.32, 5.96],
  "spin_multiplicity": 3,
  "charge": 1,
  "de_lowest_kcal_mol": 0.0,
  "e_homo_ev": [-11.545, -13.540],
  "species": ["C", "N", "N", "N", "I", "I", "H", "H", "H", "H"],
  "coordinates": [[-0.12, 0.16, -0.02], [0.76, 1.06, -0.16], [0.45, -1.46, 0.03], [-1.40, 0.37, -0.07], [2.49, -1.41, 0.01], [-2.88, -1.07, 0.00], [1.69, 0.72, -0.05], [0.58, 2.00, -0.32], [0.13, -1.78, 0.84], [-1.71, 1.41, -0.27]]
}

---

{
  "formula": "CH4I2NOP",
  "method": "ωB97M-V/def2-TZVPD",
  "largest_force_ev_per_a": 5.37,
  "smiles": "I/N=P\\I.CO",
  "energy_ha": -1107.17596,
  "gap_ev": 8.40,
  "de_lowest_kcal_mol": 39.4,
  "e_homo_ev": -9.162,
  "species": ["C", "N", "O", "P", "I", "I", "H", "H", "H", "H"],
  "coordinates": [[2.16, -0.17, 0.01], [-3.07, -0.54, -1.09], [0.91, -0.35, 0.63], [-2.94, 0.94, -1.42], [-2.66, -1.95, 0.28], [-2.15, 2.30, 0.49], [1.84, 0.63, -0.83], [2.40, -1.10, -0.29], [2.83, 0.15, 0.78], [0.68, 0.10, 1.44]]
}

---

{
  "formula": "CH4I2NOP",
  "method": "ωB97M-V/def2-TZVPD",
  "largest_force_ev_per_a": 3.67,
  "energy_ha": -1107.21817,
  "gap_ev": 7.09,
  "de_lowest_kcal_mol": 12.9,
  "e_homo_ev": -8.388,
  "species": ["C", "N", "O", "P", "I", "I", "H", "H", "H", "H"],
  "coordinates": [[-1.19, -0.36, 1.19], [1.59, 1.12, -0.79], [-0.13, 0.49, 0.84], [-0.03, 0.87, -0.70], [2.43, 1.05, -2.66], [-0.19, -2.11, -1.65], [-1.57, -0.18, 2.21], [-0.82, -1.31, 1.08], [-2.12, -0.16, 0.60], [2.02, 0.61, -0.11]]
}

---

{
  "formula": "CH4IN3",
  "method": "ωB97M-V/def2-TZVPD",
  "largest_force_ev_per_a": 4.22,
  "energy_ha": -502.16615,
  "gap_ev": [8.65, 7.62],
  "de_lowest_kcal_mol": 126.8,
  "e_homo_ev": [-8.820, -7.782],
  "species": ["C", "N", "N", "N", "I", "H", "H", "H", "H"],
  "coordinates": [[1.09, -0.49, 0.08], [-0.66, 1.11, -0.06], [-3.88, -0.14, 0.05], [0.62, 0.80, 0.04], [-2.02, -0.38, -0.03], [0.53, -1.21, -0.65], [2.21, -0.29, -0.03], [0.85, -0.97, 1.06], [1.26, 1.57, -0.46]]
}

---

{
  "formula": "CH4IN3",
  "method": "ωB97M-V/def2-TZVPD",
  "largest_force_ev_per_a": 3.55,
  "energy_ha": -502.34738,
  "gap_ev": 8.74,
  "de_lowest_kcal_mol": 13.1,
  "e_homo_ev": -8.808,
  "species": ["C", "N", "N", "N", "I", "H", "H", "H", "H"],
  "coordinates": [[-1.69, 0.35, 1.50], [-1.39, -0.60, 0.68], [-1.08, -1.24, -0.19], [1.63, 0.20, -1.74], [2.77, 0.41, -0.08], [-1.79, 0.16, 2.61], [2.16, -0.43, -2.49], [-1.30, 1.32, 1.11], [0.69, -0.18, -1.39]]
}

---

{
  "formula": "CH4INO",
  "method": "ωB97M-V/def2-TZVPD",
  "largest_force_ev_per_a": 5.11,
  "smiles": "CONI",
  "energy_ha": -468.04591,
  "gap_ev": 8.41,
  "de_lowest_kcal_mol": 44.4,
  "e_homo_ev": -8.953,
  "species": ["C", "N", "O", "I", "H", "H", "H", "H"],
  "coordinates": [[-0.24, 0.49, 0.16], [1.30, -1.08, -0.47], [0.29, -0.75, 0.39], [3.09, 0.09, -0.03], [-1.35, 0.55, 0.02], [0.24, 0.92, -0.65], [0.10, 1.25, 0.91], [1.67, -2.28, -0.23]]
}

---

{
  "formula": "CH4IOPS",
  "method": "ωB97M-V/def2-TZVPD",
  "largest_force_ev_per_a": 3.47,
  "energy_ha": -1152.96284,
  "gap_ev": [6.24, 6.09],
  "de_lowest_kcal_mol": 46.9,
  "e_homo_ev": [-8.937, -8.863],
  "species": ["C", "O", "P", "S", "I", "H", "H", "H", "H"],
  "coordinates": [[-0.35, 0.19, 0.65], [0.38, -0.82, -1.68], [0.67, -1.10, -0.13], [0.28, -2.88, 0.37], [3.94, -0.08, 0.06], [-0.83, -0.17, 1.55], [0.26, 1.10, 0.64], [-1.23, 0.38, 0.12], [0.69, -1.65, -2.26]]
}

---

{
  "formula": "CH4IPS",
  "method": "ωB97M-V/def2-TZVPD",
  "largest_force_ev_per_a": 2.30,
  "smiles": "SC=[PH2]I",
  "energy_ha": -1077.65846,
  "gap_ev": 7.42,
  "de_lowest_kcal_mol": 61.3,
  "e_homo_ev": -7.906,
  "species": ["C", "P", "S", "I", "H", "H", "H", "H"],
  "coordinates": [[-0.94, 0.16, 0.57], [0.49, -0.63, 0.03], [-1.46, 1.74, -0.09], [3.08, -0.33, 0.07], [-1.17, 0.04, 1.61], [0.46, -1.86, 0.66], [0.71, -0.58, -1.46], [-1.16, 1.45, -1.38]]
}

---

{
  "formula": "CH4N2",
  "method": "ωB97M-V/def2-TZVPD",
  "largest_force_ev_per_a": 12.03,
  "smiles": "C=NN",
  "energy_ha": -149.90125,
  "gap_ev": 9.81,
  "de_lowest_kcal_mol": 89.0,
  "e_homo_ev": -8.755,
  "species": ["C", "H", "H", "H", "H", "N", "N"],
  "coordinates": [[-0.21, -0.26, -1.04], [1.00, -0.28, 1.43], [-0.40, 0.74, 1.92], [-0.90, -0.22, -2.02], [0.82, -0.70, -1.28], [0.19, 0.40, 1.00], [-0.49, 0.32, -0.01]]
}

---

{
  "formula": "CH4N2",
  "method": "ωB97M-V/def2-TZVPD",
  "largest_force_ev_per_a": 6.43,
  "smiles": "[H]/N=C\\N",
  "energy_ha": -149.97869,
  "gap_ev": 10.37,
  "de_lowest_kcal_mol": 40.5,
  "e_homo_ev": -9.478,
  "species": ["C", "H", "H", "H", "H", "N", "N"],
  "coordinates": [[0.32, 0.43, -0.03], [-1.81, 0.39, 0.04], [-0.95, -1.17, 0.29], [0.19, 1.55, 0.04], [1.61, -1.04, -0.07], [-0.88, -0.13, -0.18], [1.52, -0.04, -0.09]]
}

---

{
  "formula": "CH4N2O",
  "method": "ωB97M-V/def2-TZVPD",
  "largest_force_ev_per_a": 4.31,
  "energy_ha": -225.03164,
  "gap_ev": [9.04, 10.95],
  "de_lowest_kcal_mol": 163.4,
  "e_homo_ev": [-9.154, -10.465],
  "species": ["C", "N", "N", "O", "H", "H", "H", "H"],
  "coordinates": [[-0.17, -1.23, 0.32], [-0.99, -0.24, -0.31], [0.58, 1.59, 0.09], [-0.20, -0.92, -1.10], [0.61, -0.91, 0.84], [-0.51, -2.28, 0.60], [0.80, 1.70, -0.90], [-0.12, 2.30, 0.46]]
}